Record 1
A structure of composition C24H54N2O4Ti in a non-equilibrium geometry, computed with ωB97M-V/def2-TZVPD.

The max |F| comes out at 0.070 Eh/bohr. The multiplicity is 5. The HOMO-LUMO gap (spin up / spin down) comes out at 5.9 / 5.1 eV. As for the expectation value of S²: 6.006. The HOMO energy (spin up / spin down) is -10.80 / -14.50 eV. The net charge is +2.

CARTESIAN COORDINATES (ANGSTROEM)
H (3.225, 3.353, -2.563)
C (-3.420, -0.810, 1.800)
O (-0.008, 2.227, -0.690)
H (-4.550, -3.535, -2.236)
H (-2.885, -3.368, -0.527)
H (2.723, -1.205, 4.373)
H (0.525, -4.242, -2.968)
H (-2.907, 0.694, -2.915)
C (-3.537, -3.248, -2.517)
H (-3.629, -1.549, 2.574)
H (-0.443, -0.956, -4.419)
C (-2.387, 0.216, 2.235)
H (-1.229, 0.909, -2.363)
O (0.248, -1.390, -1.866)
H (-3.124, 0.119, 4.253)
C (-0.562, -4.290, -2.901)
H (-1.452, -2.142, -4.764)
H (0.883, -1.807, 2.912)
H (3.551, 4.895, 0.637)
H (-0.821, -3.215, 0.538)
H (2.234, 4.812, 2.539)
H (-3.555, 1.560, 3.482)
H (3.233, -3.522, 1.981)
Ti (0.224, 0.042, 0.554)
H (2.577, -1.923, 0.614)
C (-3.427, -1.764, -2.642)
H (0.665, -3.569, -0.262)
C (0.529, 5.001, 0.450)
H (-3.302, -3.747, -3.457)
H (3.861, -0.995, 3.047)
H (0.058, 5.639, 1.198)
C (-1.933, -1.172, -2.769)
C (2.229, 3.889, 1.960)
H (1.361, 5.602, 0.083)
H (-1.900, 1.236, 4.201)
H (-2.447, 0.306, -1.229)
H (-3.089, -1.408, 0.951)
C (3.555, 3.942, 1.166)
H (3.411, 1.141, -2.049)
C (3.658, 2.709, 0.307)
C (2.470, 2.473, -0.641)
C (-0.212, 3.144, 2.047)
C (-2.124, 0.294, -2.270)
H (0.622, -1.666, -2.705)
O (1.846, -1.515, 1.084)
C (0.936, 3.649, 1.062)
C (2.807, -0.941, 3.319)
H (1.811, 0.792, -1.937)
H (-2.344, 1.078, 1.569)
H (-2.709, -4.822, -1.396)
H (-0.212, 3.728, 2.967)
H (-0.039, 2.075, 2.169)
C (2.635, 1.082, -1.285)
H (-0.226, 4.994, -0.336)
H (2.435, 0.079, 3.224)
H (-0.831, -5.323, -2.681)
C (-1.052, -3.389, -1.702)
H (-1.199, 3.155, 1.583)
H (-3.874, -1.451, -3.585)
C (-1.501, -1.170, -4.272)
N (-1.002, -1.899, -1.850)
H (-1.231, -0.761, 3.382)
C (2.266, -3.372, 2.463)
C (-2.549, -3.748, -1.491)
H (-1.089, -4.027, -3.818)
H (3.770, 1.843, 0.959)
C (-0.404, -3.777, -0.297)
H (2.862, 0.186, -0.708)
H (2.494, -3.703, 3.476)
N (1.167, 2.515, 0.090)
C (2.473, 3.566, -1.804)
H (1.592, -4.091, 1.999)
H (4.371, 3.890, 1.886)
H (4.571, 2.808, -0.280)
H (1.510, 3.628, -2.309)
H (-2.081, -0.401, -4.784)
H (-4.355, -0.272, 1.643)
H (-0.564, -4.797, 0.054)
H (-0.037, 2.913, -1.362)
H (2.307, 2.995, 2.579)
H (2.505, 4.598, -1.454)
C (-2.716, 0.871, 3.577)
H (-3.948, -1.299, -1.805)
O (-1.166, -0.489, 2.464)
C (1.872, -1.874, 2.459)

Atomic partial charges in e from the Löwdin method, atoms 1 to 4: atom 1 (H): 0.094, atom 2 (C): -0.034, atom 3 (O): -0.083, atom 4 (H): 0.137

Record 2
A cluster of 3 separate species, C24H54NO7Si in total in a non-equilibrium geometry, computed with ωB97M-V/def2-TZVPD.

The max |F| comes out at 0.059 Eh/bohr. The multiplicity is 2. The HOMO-LUMO gap (spin up / spin down) comes out at 9.2 / 8.9 eV. As for the expectation value of S²: 0.754. The energy above the lowest of the compared OMol25 structures with the same formula, charge and spin is 59.9 kJ/mol. The HOMO energy (spin up / spin down) is -8.61 / -8.83 eV.

CARTESIAN COORDINATES (ANGSTROEM)
H (2.820, -1.561, 1.460)
C (0.954, -2.166, 0.009)
C (0.205, 1.625, -4.841)
H (3.162, 1.438, -1.694)
C (0.710, 2.396, -6.049)
H (-0.539, 2.670, -9.531)
H (-0.692, -1.334, 1.587)
H (-4.166, -2.299, 6.182)
H (0.676, -2.810, 0.865)
H (4.684, -1.563, 3.194)
O (-0.457, 0.435, -5.234)
H (-0.117, 0.223, 2.150)
C (3.403, 1.328, 4.364)
C (2.459, 2.233, -1.401)
H (-0.853, -1.322, 4.213)
O (0.539, -0.010, -1.654)
H (1.411, 1.884, 1.855)
O (-2.889, -1.678, 4.291)
H (1.278, -0.166, -6.727)
C (-7.204, -0.936, 3.909)
H (-0.810, -0.414, -3.383)
C (2.187, 1.833, 1.071)
C (2.219, -0.640, 1.537)
H (-6.533, -1.500, 6.650)
H (-0.080, 2.561, -6.781)
C (1.474, 1.620, -0.316)
H (-1.766, -0.485, 5.492)
H (2.748, 2.782, 1.062)
H (1.030, 3.381, -5.701)
H (-2.625, -2.913, 2.686)
H (6.182, -0.609, 3.643)
H (-4.386, -4.439, 3.170)
H (-5.080, -2.840, 3.324)
O (-6.054, -1.169, 4.695)
O (1.865, 1.830, -6.663)
H (-0.239, 2.440, -1.444)
H (6.581, 1.863, 2.434)
C (-1.662, -1.420, 4.943)
H (-6.902, -0.356, 3.038)
O (-4.800, -3.940, 5.069)
H (5.468, 3.043, 3.207)
H (4.125, 1.217, 5.197)
H (-0.519, 2.245, -4.296)
H (-0.612, 2.171, 0.298)
H (3.053, 2.379, 4.396)
H (2.969, 3.130, -1.018)
H (-1.085, 0.071, 0.593)
H (-1.154, 1.203, -10.362)
H (-0.675, -1.530, -4.757)
H (-7.636, -1.879, 3.557)
N (1.329, 0.193, -0.665)
C (-5.049, -2.921, 6.035)
H (-2.284, -3.671, 4.262)
C (0.170, 2.459, -0.421)
H (5.780, -0.913, 1.921)
H (1.049, -0.190, -9.255)
Si (4.326, 0.888, 2.763)
H (0.188, -2.306, -0.766)
H (1.841, 2.476, -2.285)
H (-1.428, -2.213, 5.662)
C (3.158, 0.603, 1.276)
C (-2.951, -2.983, 3.733)
H (1.804, -0.549, 2.556)
H (-7.951, -0.369, 4.474)
H (1.969, -2.457, -0.305)
C (1.048, -0.671, 0.490)
H (1.047, 1.400, -4.177)
C (5.353, -0.726, 2.925)
H (5.445, 2.743, 1.392)
H (-7.125, -2.748, 5.522)
H (0.787, -0.780, -4.101)
C (5.564, 2.303, 2.396)
O (-0.459, 0.912, -8.433)
H (2.714, 0.284, -7.622)
C (1.699, 0.606, -7.371)
H (-5.218, -3.457, 6.972)
C (-1.083, 1.727, -9.405)
C (0.929, 0.734, -8.675)
H (2.511, 0.698, 4.533)
H (1.339, 1.568, -9.254)
C (-4.368, -3.530, 3.776)
C (-6.285, -2.084, 5.756)
C (-0.275, -0.619, -4.308)
H (3.703, 0.466, 0.321)
H (0.444, 3.508, -0.192)
H (-2.086, 1.959, -9.048)
C (-0.302, -0.362, 1.229)

Atomic partial charges in e from the Löwdin method, atoms 1 to 4: atom 1 (H): 0.103, atom 2 (C): -0.034, atom 3 (C): -0.202, atom 4 (H): 0.086